No. 1
113
Properties=species:S:1:pos:R:3:lowdin_charge:R:1 method="wB97M-V/def2-TZVPD" e_tot_ha=-6159.17734 homo_energy_ev=-9.9 lumo_energy_ev=-0.68 homo_lumo_gap_ev=9.2
C 5.31 -0.79 2.23 -0.095
C 4.75 -2.00 1.31 -0.365
C 3.50 -2.65 2.08 -0.106
C 4.50 -1.63 -0.23 -0.148
C 3.12 -0.87 -0.56 -0.281
C 2.77 0.38 0.41 -0.080
C 1.83 -1.86 -0.70 -0.198
O 0.67 -1.09 -0.25 -0.306
Si -0.61 -2.07 0.36 0.316
N -0.53 -3.63 -0.56 -0.036
O -2.17 -1.39 -0.02 -0.335
Si -2.40 0.20 0.61 -0.155
S -2.33 0.36 2.75 0.537
Br -1.06 1.79 -0.35 0.519
N -4.10 0.67 0.14 0.022
C -4.00 1.97 -0.07 -0.354
O -4.03 3.22 0.02 0.064
P -0.36 -2.65 2.49 0.574
O 0.56 -3.91 2.57 -0.361
O -1.88 -3.16 3.09 -0.216
O 0.40 -1.45 3.45 -0.253
H 5.35 0.23 1.72 0.065
H 4.72 -0.81 3.22 0.058
H 6.41 -1.04 2.52 0.081
H 5.59 -2.81 1.31 0.133
H 3.23 -3.66 1.56 0.089
H 2.55 -2.00 2.06 0.038
H 3.86 -2.87 3.16 0.097
H 5.36 -0.91 -0.55 0.114
H 4.58 -2.54 -0.96 0.103
H 3.25 -0.41 -1.62 0.140
H 3.75 1.01 0.51 0.085
H 2.05 1.08 -0.17 0.062
H 2.34 0.07 1.42 0.067
H 1.68 -2.07 -1.83 0.133
H 1.97 -2.87 -0.17 0.105
H -1.53 -3.92 -0.66 0.047
H -0.07 -4.33 0.06 0.036
H -1.17 1.09 3.07 -0.074
H -2.60 -2.50 2.87 0.031
H 0.82 -0.75 2.89 0.042
C -2.79 -0.61 -3.77 -0.139
O -1.74 -0.12 -2.95 -0.175
H -3.36 0.23 -4.15 0.084
H -2.36 -1.17 -4.61 0.064
H -3.44 -1.26 -3.18 0.082
H -1.25 -0.89 -2.62 0.057
C -6.33 0.25 2.84 -0.161
O -6.10 -0.98 3.51 -0.117
H -7.36 0.56 3.02 0.091
H -5.64 1.01 3.23 0.043
H -6.17 0.11 1.77 0.062
H -5.18 -1.24 3.34 0.052
C 6.37 -2.39 -3.48 -0.131
O 5.49 -3.15 -2.67 -0.153
H 6.70 -1.51 -2.92 0.054
H 7.23 -2.99 -3.76 0.081
H 5.83 -2.06 -4.38 0.049
H 5.21 -3.92 -3.19 0.084
C -5.72 3.68 4.33 -0.158
O -6.08 4.50 3.23 -0.117
H -5.94 4.21 5.25 0.073
H -6.30 2.75 4.29 0.062
H -4.66 3.46 4.28 0.063
H -5.88 4.01 2.42 0.060
C -7.28 4.57 -1.94 -0.164
O -6.24 5.09 -1.13 -0.128
H -7.87 5.41 -2.33 0.079
H -6.85 4.02 -2.78 0.073
H -7.93 3.92 -1.35 0.075
H -5.74 4.33 -0.80 0.027
C -3.57 1.04 6.64 -0.132
O -3.93 1.86 5.54 -0.175
H -3.80 1.57 7.56 0.079
H -4.15 0.11 6.61 0.082
H -2.51 0.81 6.60 0.078
H -3.73 1.36 4.73 -0.013
C 6.93 1.74 -2.70 -0.149
O 7.16 0.50 -2.05 -0.151
H 5.91 2.06 -2.51 0.079
H 7.63 2.49 -2.31 0.075
H 7.08 1.62 -3.78 0.078
H 8.07 0.24 -2.24 0.082
C 5.83 -1.65 -7.62 -0.147
O 5.34 -1.60 -6.29 -0.149
H 6.92 -1.60 -7.59 0.081
H 5.52 -2.58 -8.10 0.077
H 5.45 -0.79 -8.18 0.077
H 4.37 -1.64 -6.35 0.088
C -0.27 -2.93 -6.49 -0.160
O 0.27 -2.87 -5.18 -0.132
H 0.28 -3.67 -7.07 0.080
H -1.32 -3.23 -6.43 0.076
H -0.19 -1.95 -6.97 0.058
H -0.23 -2.21 -4.69 0.049
C -5.44 4.77 8.11 -0.171
O -4.88 4.82 9.41 -0.129
H -4.89 4.03 7.52 0.062
H -6.49 4.47 8.17 0.080
H -5.36 5.75 7.63 0.080
H -5.39 5.48 9.91 0.076
C -1.45 -0.03 -9.61 -0.157
O -0.90 0.03 -8.31 -0.140
H -0.89 -0.77 -10.19 0.080
H -2.50 -0.33 -9.56 0.076
H -1.37 0.95 -10.09 0.076
H -1.41 0.69 -7.81 0.079
C 4.16 0.55 6.01 -0.162
O 3.17 0.37 5.01 -0.149
H 4.72 1.46 5.80 0.081
H 3.68 0.63 6.99 0.076
H 4.85 -0.30 6.01 0.076
H 2.70 -0.45 5.22 0.072

No. 2
110
Properties=species:S:1:pos:R:3:lowdin_charge:R:1 method="wB97M-V/def2-TZVPD" e_tot_ha=-2373.43348 homo_energy_ev=-9.5 lumo_energy_ev=0.30 homo_lumo_gap_ev=9.8
C 0.60 1.73 1.33 -0.185
Si 0.32 1.92 -0.55 0.562
C 0.85 3.68 -1.08 -0.188
C 1.30 0.50 -1.40 -0.210
C -1.53 1.68 -1.08 -0.234
O -2.34 1.10 0.02 -0.182
C -3.63 1.70 -0.17 -0.259
O -4.31 1.37 -1.15 0.047
H -0.17 1.05 1.82 0.018
H 1.65 1.30 1.52 0.037
H 0.60 2.78 1.83 0.027
H -0.11 4.31 -1.17 0.014
H 1.37 3.75 -2.09 0.040
H 1.48 4.21 -0.29 0.037
H 1.00 0.51 -2.50 0.032
H 2.42 0.58 -1.22 0.041
H 0.89 -0.49 -0.97 0.045
H -1.96 2.68 -1.42 0.082
H -1.63 0.94 -1.97 0.111
H -3.91 2.49 0.60 0.154
C 3.22 4.74 3.14 -0.151
O 1.92 4.59 2.60 -0.146
H 3.75 3.79 3.07 0.081
H 3.77 5.50 2.57 0.076
H 3.15 5.04 4.19 0.075
H 1.48 5.45 2.67 0.079
C -1.03 -1.74 2.56 -0.151
O -0.68 -3.09 2.86 -0.122
H -0.71 -1.10 3.38 0.070
H -0.52 -1.43 1.64 0.076
H -2.11 -1.67 2.43 0.059
H -0.97 -3.63 2.12 0.077
C -2.21 7.20 -1.84 -0.147
O -1.86 5.86 -1.53 -0.150
H -1.90 7.84 -1.01 0.056
H -1.71 7.52 -2.76 0.079
H -3.29 7.28 -1.96 0.080
H -2.15 5.31 -2.28 0.072
C 2.97 -0.13 -5.23 -0.141
O 3.31 0.47 -3.99 -0.147
H 1.92 0.09 -5.45 0.056
H 3.59 0.29 -6.03 0.077
H 3.11 -1.21 -5.17 0.058
H 4.23 0.27 -3.82 0.073
C 2.44 -4.10 -3.98 -0.148
O 3.12 -3.73 -5.18 -0.140
H 2.37 -3.22 -3.34 0.077
H 1.44 -4.46 -4.22 0.079
H 3.01 -4.87 -3.47 0.049
H 3.18 -4.53 -5.73 0.073
C -1.03 0.25 6.35 -0.171
O -0.68 -1.09 6.65 -0.129
H -0.72 0.90 7.17 0.079
H -0.52 0.57 5.43 0.065
H -2.11 0.33 6.22 0.069
H -0.97 -1.64 5.91 0.063
C -2.83 2.36 3.67 -0.141
O -2.48 1.02 3.97 -0.153
H -2.51 3.00 4.49 0.084
H -2.32 2.68 2.75 0.066
H -3.91 2.44 3.54 0.077
H -2.77 0.48 3.23 0.065
C 5.37 -7.07 -1.94 -0.152
O 4.56 -6.45 -2.93 -0.142
H 4.76 -7.30 -1.07 0.081
H 5.80 -8.00 -2.33 0.076
H 6.18 -6.39 -1.64 0.077
H 5.13 -6.26 -3.68 0.080
C -0.88 -0.01 -7.64 -0.159
O -0.01 0.65 -6.73 -0.138
H -0.79 -1.09 -7.49 0.086
H -1.91 0.29 -7.44 0.058
H -0.61 0.24 -8.66 0.077
H -0.11 1.60 -6.88 0.077
C 2.15 -3.98 5.48 -0.150
O 1.97 -4.99 4.50 -0.133
H 3.05 -4.20 6.06 0.083
H 2.27 -3.01 4.99 0.067
H 1.29 -3.95 6.15 0.071
H 1.17 -4.76 4.01 0.062
C -4.02 -3.65 1.05 -0.159
O -3.67 -4.99 1.35 -0.126
H -3.71 -3.01 1.87 0.059
H -3.51 -3.34 0.13 0.082
H -5.11 -3.57 0.92 0.079
H -3.95 -5.54 0.61 0.076
C 2.94 -1.86 1.29 -0.141
O 2.24 -0.89 2.06 -0.147
H 2.95 -1.53 0.25 0.064
H 3.96 -1.96 1.65 0.078
H 2.43 -2.82 1.35 0.077
H 2.24 -1.21 2.98 0.073
C -4.30 -0.80 -10.00 -0.149
O -3.43 -0.13 -9.10 -0.147
H -4.20 -1.87 -9.85 0.081
H -5.33 -0.50 -9.81 0.076
H -4.03 -0.55 -11.03 0.076
H -3.54 0.82 -9.25 0.082
C -1.67 10.34 1.39 -0.155
O -2.49 9.45 0.66 -0.139
H -1.31 11.12 0.72 0.080
H -2.24 10.80 2.20 0.075
H -0.81 9.80 1.80 0.075
H -2.79 8.77 1.28 0.080
C 0.25 -6.76 8.17 -0.163
O -0.56 -6.14 7.18 -0.130
H -0.37 -6.99 9.04 0.077
H 0.67 -7.69 7.77 0.076
H 1.05 -6.08 8.47 0.073
H 0.02 -5.95 6.43 0.054